Entry from the OMol25 dataset: a structure of composition C49H84N4O21S8Zn (the ωB97M-V functional and the def2-TZVPD basis).

Summary:
molecular weight = 1387.144 g mol⁻¹
LUMO energy = -0.0104 Eh
HOMO-LUMO gap = 0.270 hartree

```
! wB97M-V def2-TZVPD RIJCOSX def2/J DEFGRID3
* xyz 0 1
H -0.205 2.700 -4.710
H -6.650 -4.427 -3.808
O 3.494 4.096 0.215
H -0.941 -6.921 -1.924
C -3.254 -0.151 -3.299
Zn 3.872 1.443 -0.402
S -2.769 2.066 6.127
O 5.811 -2.509 0.459
O -2.505 1.111 1.576
H 0.533 7.005 1.145
H 7.595 -0.562 -2.910
H -0.812 -1.323 -1.802
H 5.363 4.023 2.669
C 0.857 0.885 0.395
C -0.049 -2.242 -4.542
S 2.988 5.268 0.874
H 0.227 -3.387 -1.413
H -8.121 -2.774 -3.682
C -0.215 1.525 6.406
C 5.164 -2.952 -3.063
O -2.818 -0.842 -0.261
H -1.980 -3.372 -0.476
C -1.096 -6.459 -0.947
C 3.411 1.759 3.882
H -2.069 2.705 3.925
H 2.636 -2.712 -0.431
C 1.379 6.600 -0.772
H 1.732 -2.381 2.069
O -3.533 3.283 6.090
C 0.541 6.164 0.436
C -1.514 0.724 0.976
H -2.316 0.353 -3.504
S -2.644 -5.524 -1.162
H -0.129 -5.078 0.344
C -3.185 3.299 -2.454
C 3.303 3.196 4.352
C 4.732 3.632 4.688
C -0.200 1.209 1.228
C -6.117 -2.450 -1.086
H -4.865 0.436 0.449
N 1.055 -1.665 -6.843
H 0.785 1.656 6.818
C 6.762 -1.202 -2.634
H -1.509 1.938 8.191
C 0.659 -0.081 -0.763
H -0.085 3.034 4.932
C 3.533 -3.388 2.797
C -5.656 0.694 1.146
O 5.714 0.646 3.317
S -7.048 -1.287 -2.098
H -4.043 0.567 -3.519
C 5.585 3.300 3.462
N -3.512 -2.137 -4.956
C -1.862 1.862 4.571
O 4.667 0.229 -1.839
H -0.407 0.445 6.435
H 4.764 4.651 5.056
H -5.642 -4.541 -1.446
H 6.667 3.232 3.512
C -3.422 -1.267 -4.225
H -4.287 -2.132 1.960
O -3.366 -5.423 0.082
H 3.688 1.958 -4.819
H 6.677 -1.313 -1.552
C -7.139 -2.315 -3.587
H 1.298 1.022 -5.529
H 3.165 7.530 0.125
H -2.180 0.891 4.209
C -6.244 -3.546 -3.318
O 4.255 -0.540 0.602
N -6.961 2.828 0.411
H -6.879 -1.678 -4.425
H 5.189 2.982 5.447
C -3.527 2.640 -1.197
H -5.221 -3.360 -3.637
O 3.072 4.628 -3.103
H -0.075 1.893 2.055
H 2.608 3.181 -5.410
C -0.383 1.978 4.957
H -6.372 -0.117 1.294
N -2.991 3.846 -3.434
H -7.313 -4.166 -1.571
S 2.643 3.258 -3.053
H 4.157 -4.257 2.554
H -3.369 -0.639 -2.333
C 4.383 -2.128 2.681
C 1.565 1.439 -4.555
C 1.209 4.973 1.094
H 3.584 1.109 4.741
H 0.990 -5.786 -0.824
H 0.793 -2.413 -3.878
H -0.564 -1.354 -4.182
O 3.192 2.355 -2.054
C 2.712 2.409 -4.644
O 1.970 1.495 0.563
C 2.410 -3.187 1.783
C -0.390 -4.267 -1.632
H 0.261 1.485 4.229
C -1.315 2.238 7.165
O 5.463 0.508 -4.188
C -5.179 -2.268 4.548
H 0.619 2.976 -1.874
S 4.904 1.748 2.879
H 3.340 -1.730 -2.912
H 3.219 -3.577 3.824
H 3.527 6.382 -1.137
H -0.519 6.051 0.208
H -1.114 3.314 7.165
C -0.022 -5.406 -0.695
H 3.620 -3.965 0.278
C 0.856 3.177 -2.919
C -1.723 -0.270 -0.184
C 0.355 2.163 -3.947
H 1.795 0.544 -3.966
H -5.793 -3.132 4.295
H 6.773 -2.576 -4.409
H 2.609 1.304 3.299
O -8.355 -1.080 -1.566
O -3.310 -5.872 -2.385
H -5.056 -2.063 5.605
O -6.161 -0.173 -2.362
C -3.584 -2.737 2.534
C -3.787 -2.551 4.010
H 3.689 -1.310 2.894
H 5.332 -2.022 3.188
S 5.244 -0.336 -3.044
H -2.563 -2.455 2.278
H -0.197 -4.444 -2.694
H -3.767 1.598 -1.420
H 1.268 5.880 -1.584
H -3.698 -3.779 2.225
H 1.007 4.833 2.149
C 4.279 -1.778 -3.465
H 1.800 -4.088 1.711
O -3.417 0.818 6.445
O -2.881 -2.768 4.777
H 7.305 -3.274 -2.928
H -2.373 -3.367 -2.186
O 3.596 5.736 2.090
C -0.632 -0.571 -1.046
H 2.949 3.854 3.561
H -6.528 -2.538 -0.086
H 2.656 3.258 5.225
H -1.291 -7.219 -0.195
C 0.569 -1.919 -5.830
H -4.484 3.011 -0.823
H 0.520 4.165 -3.229
C 2.829 6.599 -0.329
C -6.318 -3.768 -1.809
H -0.707 -3.092 -4.684
H 4.906 -3.945 -3.425
C 3.173 -2.983 0.475
H -5.069 -2.154 -1.118
C 6.614 -2.531 -3.329
H 0.992 4.107 0.467
H -5.566 -1.388 4.029
H 1.074 7.594 -1.085
H -5.280 0.877 2.153
S 4.571 -1.919 0.892
C -1.833 -3.909 -1.414
H 5.054 -3.058 -1.975
O 1.678 -0.384 -1.467
H 4.094 -1.711 -4.539
O 4.516 1.866 1.502
H -2.745 2.777 -0.456
H -0.357 1.466 -3.515
C -6.380 1.888 0.723
*
```